#i
The following is a quantum chemistry calculation of one molecule with the formula C5H5NS, from OMol25.

Positions of all 12 atoms, in Å:
C: 0.4839 -0.7499 0.8083
C: 1.6637 -1.0759 1.4038
C: -0.0941 0.4729 0.5553
C: 2.8174 1.0738 1.9460
C: -0.8646 0.8847 -0.6531
N: 2.6044 -0.1228 1.7926
S: 3.3478 2.4653 2.3524
H: -0.0106 -1.7141 0.6599
H: 1.8530 -2.1869 1.6662
H: -1.9348 0.9836 -0.2793
H: -0.7405 0.3222 -1.5015
H: -0.5931 1.9011 -0.7931

Frontier orbital gap (spin up / spin down)   6.93 / 7.32 eV
Molecular weight   111.17 g mol⁻¹
HOMO level (spin up / spin down)   -7.51 / -8.31 eV

#ii
The following is a quantum chemistry calculation of one molecule with the formula C5H5NS, from OMol25.

Positions of all 12 atoms, in Å:
C: -1.4220 -0.5383 0.1126
C: -0.1248 0.1187 -0.1275
C: -0.1524 1.6369 -0.0934
C: 0.9108 -0.7593 -0.2301
C: 2.3361 -0.6136 0.0421
H: -2.0110 -0.2656 -0.7706
H: -1.3808 -1.6062 0.3384
H: -1.9694 -0.1521 0.8737
H: -1.3702 2.1807 -0.1936
H: 0.3292 -1.7631 0.0064
N: 3.4938 -0.6194 0.0179
S: 1.3609 2.3812 0.0240

Frontier orbital gap   7.54 eV
Molecular weight   111.17 g mol⁻¹
Structure (SMILES)   C/C(C=S)=C/C#N
HOMO level   -9.24 eV

#iii
The following is a quantum chemistry calculation of one molecule with the formula C5H5NS, from OMol25.

Positions of all 12 atoms, in Å:
C: 1.2748 -0.2657 -0.1874
C: 0.9732 1.1242 -0.1400
C: 0.6010 2.2367 0.0241
C: -0.9321 -0.8188 0.7748
C: -0.9973 -0.7501 -0.7372
H: 0.4033 3.3284 0.1957
H: -0.7134 0.1056 1.3001
H: -1.3639 -1.5957 1.2919
H: -1.4601 -1.6237 -1.2108
H: -0.8244 0.2396 -1.2165
N: 0.2155 -1.2113 -0.1084
S: 2.8233 -0.7693 0.0136

Frontier orbital gap   8.02 eV
Molecular weight   111.17 g mol⁻¹
Structure (SMILES)   C#CC(=S)N1CC1
HOMO level   -8.83 eV

Short version: #i is the least stable of them.

#i
The following is a quantum chemistry calculation of C39H28N2O8P2S2Sc as an isolated structure, from OMol25.

Positions of all 82 atoms, in Å:
Sc: -0.8091 -1.3106 -0.0927
S: 1.3066 -2.3931 -1.2030
P: 1.5785 -0.4243 -1.6129
C: 0.5595 0.5308 -0.6715
P: 1.1733 1.3945 0.6447
S: 1.8931 0.4688 2.2717
C: -0.1703 2.5291 1.1865
C: -0.1982 3.0545 2.4734
C: -1.1688 3.9784 2.8355
C: -2.1225 4.3861 1.9147
C: -2.1113 3.8558 0.6307
C: -1.1431 2.9320 0.2715
C: 2.3956 2.6422 0.0724
C: 2.0936 3.4121 -1.0510
C: 2.9893 4.3583 -1.5189
C: 4.2080 4.5379 -0.8715
C: 4.5165 3.7691 0.2379
C: 3.6112 2.8276 0.7113
C: 3.3565 -0.0226 -1.5342
C: 4.1647 -0.6549 -0.5974
C: 5.5004 -0.3002 -0.4747
C: 6.0351 0.6909 -1.2835
C: 5.2302 1.3325 -2.2165
C: 3.8982 0.9753 -2.3424
C: 1.2118 -0.2052 -3.3848
C: 1.8487 -0.9844 -4.3466
C: 1.5728 -0.7970 -5.6893
C: 0.6452 0.1631 -6.0825
C: -0.0026 0.9291 -5.1278
C: 0.2843 0.7474 -3.7808
H: 0.5512 2.7247 3.1834
H: -1.1786 4.3824 3.8413
H: -2.8788 5.1094 2.1976
H: -2.8631 4.1547 -0.0905
H: -1.1362 2.4814 -0.7147
H: 1.1575 3.2518 -1.5724
H: 2.7415 4.9499 -2.3920
H: 4.9166 5.2699 -1.2411
H: 5.4698 3.8950 0.7376
H: 3.8386 2.2183 1.5782
H: 3.7391 -1.4191 0.0418
H: 6.1206 -0.7970 0.2612
H: 7.0773 0.9699 -1.1827
H: 5.6375 2.1169 -2.8425
H: 3.2741 1.4821 -3.0685
H: 2.5564 -1.7470 -4.0415
H: 2.0727 -1.4059 -6.4329
H: 0.4226 0.3006 -7.1337
H: -0.7418 1.6622 -5.4260
H: -0.2175 1.3225 -3.0113
O: -1.5937 0.2641 3.9445
C: -1.6575 -0.1608 2.6944
O: -0.9619 -1.0553 2.2650
C: -2.6637 0.5024 1.8221
C: -3.7006 1.3247 2.2102
C: -4.5994 1.7170 1.2184
C: -4.4401 1.2764 -0.0820
C: -3.3502 0.4621 -0.3768
N: -2.4943 0.1211 0.5626
C: -3.0431 -0.1629 -1.7381
O: -3.7381 0.1213 -2.6952
O: -2.0344 -0.9582 -1.6959
H: -0.8161 -0.1564 4.3458
H: -3.8075 1.6386 3.2378
H: -5.4295 2.3625 1.4758
H: -5.1252 1.5311 -0.8787
O: -3.0887 -2.6164 0.7965
C: -2.1925 -3.4509 0.9681
O: -1.0093 -3.3339 0.5101
C: -2.4625 -4.6774 1.8093
C: -1.4189 -5.5122 2.1880
C: -1.6676 -6.6189 2.9855
C: -2.9736 -6.8580 3.3731
C: -4.0373 -6.0502 3.0089
C: -3.7648 -4.9456 2.2189
N: -3.2492 -8.0390 4.2239
O: -2.3073 -8.7196 4.5754
O: -4.3961 -8.2308 4.5753
H: -0.4187 -5.2799 1.8496
H: -0.8796 -7.2839 3.3026
H: -5.0367 -6.2877 3.3377
H: -4.5489 -4.2690 1.9080

Net charge   -1
Frontier orbital gap   5.88 eV
Molecular weight   823.70 g mol⁻¹
HOMO level   -4.55 eV

#ii
The following is a quantum chemistry calculation of C39H28N2O8P2S2Sc as an isolated structure, from OMol25.

Positions of all 82 atoms, in Å:
Sc: -0.1019 0.0503 -0.1192
S: 0.0607 -0.2277 2.4977
P: 1.9769 -0.6174 1.9070
C: 2.1024 -0.7177 0.2481
P: 1.9352 -2.0862 -0.7022
S: -0.0088 -2.6069 -0.8397
C: 2.9786 -3.5238 -0.2741
C: 2.5021 -4.8222 -0.4103
C: 3.3265 -5.9006 -0.1124
C: 4.6217 -5.6822 0.3325
C: 5.0969 -4.3848 0.4782
C: 4.2795 -3.3074 0.1715
C: 2.5763 -1.6989 -2.3716
C: 3.2278 -0.4950 -2.6022
C: 3.7492 -0.2114 -3.8621
C: 3.6295 -1.1369 -4.8868
C: 2.9725 -2.3418 -4.6597
C: 2.4426 -2.6191 -3.4098
C: 3.0200 0.7319 2.5603
C: 4.0076 1.2779 1.7501
C: 4.8064 2.3139 2.2214
C: 4.6177 2.8036 3.5074
C: 3.6309 2.2590 4.3200
C: 2.8315 1.2276 3.8471
C: 2.5710 -2.0805 2.8154
C: 1.7742 -3.2239 2.7912
C: 2.2438 -4.4072 3.3397
C: 3.5030 -4.4534 3.9263
C: 4.2918 -3.3142 3.9649
C: 3.8297 -2.1293 3.4051
H: 1.4786 -4.9751 -0.7323
H: 2.9513 -6.9113 -0.2178
H: 5.2615 -6.5226 0.5735
H: 6.1033 -4.2126 0.8399
H: 4.6369 -2.2908 0.2912
H: 3.2972 0.2140 -1.7846
H: 4.2395 0.7378 -4.0415
H: 4.0329 -0.9174 -5.8683
H: 2.8662 -3.0597 -5.4643
H: 1.9123 -3.5488 -3.2362
H: 4.1128 0.8887 0.7436
H: 5.5745 2.7384 1.5859
H: 5.2379 3.6113 3.8773
H: 3.4796 2.6450 5.3206
H: 2.0417 0.8146 4.4632
H: 0.7975 -3.1795 2.3214
H: 1.6288 -5.2976 3.3008
H: 3.8684 -5.3803 4.3514
H: 5.2741 -3.3476 4.4206
H: 4.4537 -1.2439 3.4235
O: 1.2793 4.3413 0.5208
C: 0.6604 3.1699 0.3815
O: 1.2350 2.1098 0.4319
C: -0.8098 3.2433 0.2123
C: -1.5642 4.3964 0.1948
C: -2.9404 4.2674 0.0310
C: -3.4949 3.0086 -0.1082
C: -2.6521 1.9053 -0.0776
N: -1.3459 2.0345 0.0857
C: -3.1373 0.4642 -0.2468
O: -4.3339 0.2887 -0.4100
O: -2.1924 -0.3923 -0.2061
H: 2.2232 4.1488 0.6301
H: -1.0860 5.3594 0.2984
H: -3.5678 5.1492 0.0076
H: -4.5534 2.8397 -0.2454
O: 0.6180 2.7417 -2.4328
C: 0.4274 1.5979 -2.8386
O: 0.1024 0.5814 -2.1266
C: 0.5687 1.2917 -4.3135
C: 0.2563 0.0216 -4.7847
C: 0.4296 -0.2838 -6.1237
C: 0.9231 0.6931 -6.9721
C: 1.2335 1.9693 -6.5213
C: 1.0470 2.2626 -5.1854
N: 1.1374 0.3702 -8.3788
O: 0.8752 -0.7565 -8.7567
O: 1.5929 1.2378 -9.1037
H: -0.0982 -0.7208 -4.0822
H: 0.2086 -1.2668 -6.5120
H: 1.6139 2.7000 -7.2195
H: 1.2785 3.2397 -4.7822

Net charge   -1
Frontier orbital gap   6.26 eV
Molecular weight   823.70 g mol⁻¹
HOMO level   -4.71 eV

Short version: #i is the least stable of them.

#i
The following is a quantum chemistry calculation of C19H23CaF5NP as an isolated structure, from OMol25.

Positions of all 50 atoms, in Å:
C: -2.8217 0.2462 -4.1580
C: -2.6126 -0.9743 -3.5263
C: -1.8181 -1.0665 -2.3380
C: -1.2701 0.0795 -1.8155
C: -1.4855 1.2986 -2.4402
C: -2.2999 1.4122 -3.6034
C: -1.6642 -2.4117 -1.6723
C: -0.2399 -3.0077 -1.5336
N: 0.8359 -2.0217 -1.2846
Ca: 0.0094 -0.1473 0.6461
C: -0.8355 2.5184 -1.8505
P: 0.7481 1.9296 -1.0524
H: -3.0462 -1.8940 -3.9363
H: -2.4793 2.3849 -4.0979
H: -3.3831 0.2767 -5.0942
H: -1.3599 2.9440 -0.9864
H: -0.5294 3.3025 -2.5558
H: -2.0893 -2.3641 -0.6497
H: -2.2681 -3.1520 -2.2228
H: -0.2357 -3.7146 -0.6952
C: 1.4803 3.3535 -0.1986
C: 1.7073 2.0757 -2.6547
H: -0.0241 -3.5977 -2.4418
C: 1.4111 -1.4812 -2.5169
C: 1.9104 -2.5192 -0.4031
H: -0.6168 2.0191 0.5453
H: 1.9383 -2.2466 -3.1243
H: 0.6161 -1.0535 -3.1398
H: 2.1457 -0.7010 -2.2536
H: 2.5613 -3.2967 -0.8470
H: 2.5669 -1.6700 -0.1422
H: 1.4846 -2.9431 0.5256
H: 1.6761 3.1434 -2.9493
H: 2.7505 1.7693 -2.4587
H: 1.2466 1.4597 -3.4491
H: 1.5705 4.1986 -0.8932
H: 0.7902 3.5753 0.6209
H: 2.4533 3.0086 0.1749
H: 2.0087 0.3007 1.1989
F: -1.7016 -3.8724 1.1865
C: -1.5539 -3.0523 2.2821
C: -1.0429 -1.7914 2.1465
C: -0.8993 -1.0087 3.2781
F: -0.4116 0.3102 3.0223
C: -1.2360 -1.4516 4.5628
F: -1.0798 -0.6975 5.6668
C: -1.7646 -2.7429 4.6688
F: -2.1311 -3.2412 5.8728
C: -1.9346 -3.5585 3.5285
F: -2.4428 -4.7934 3.6219

Frontier orbital gap (spin up / spin down)   4.72 / 4.72 eV
Molecular weight   431.44 g mol⁻¹
HOMO level (spin up / spin down)   -8.15 / -8.15 eV

#ii
The following is a quantum chemistry calculation of C19H23CaF5NP as an isolated structure, from OMol25.

Positions of all 50 atoms, in Å:
C: -0.6912 -4.7866 0.4975
C: 0.5739 -4.2141 0.5691
C: 0.7451 -2.8086 0.5585
C: -0.3829 -1.9905 0.5774
C: -1.6460 -2.5613 0.4491
C: -1.8168 -3.9640 0.4560
C: 2.1620 -2.3075 0.5521
C: 2.9229 -2.1488 -0.8199
N: 2.3742 -1.3940 -1.9150
Ca: -0.6286 0.5980 1.1478
C: -2.8745 -1.6982 0.2034
P: -2.4542 -0.2118 -0.8274
H: 1.4694 -4.8401 0.6237
H: -2.8278 -4.3833 0.3977
H: -0.7998 -5.8709 0.4470
H: -3.3711 -1.3445 1.1262
H: -3.6363 -2.2514 -0.3618
H: 2.2449 -1.3533 1.0756
H: 2.7720 -3.0220 1.1406
H: 3.8558 -1.6066 -0.5753
C: -4.0208 0.7394 -0.7435
C: -2.3862 -1.0327 -2.4634
H: 3.2132 -3.1522 -1.2053
C: 1.2915 -1.8731 -2.7364
C: 2.8540 -0.0501 -2.1658
H: -0.1932 2.6109 -0.9045
H: 1.7019 -2.3518 -3.6531
H: 0.6509 -2.5859 -2.1904
H: 0.6646 -1.0180 -3.0510
H: 3.6966 -0.0732 -2.8929
H: 2.0533 0.5732 -2.5979
H: 3.2072 0.4398 -1.2364
H: -3.3873 -1.3336 -2.8108
H: -1.9169 -0.3397 -3.1781
H: -1.7508 -1.9281 -2.3824
H: -4.8709 0.1915 -1.1763
H: -4.2404 0.9247 0.3210
H: -3.8693 1.7099 -1.2471
H: 0.3234 2.1218 -1.1384
F: 3.8432 -0.2019 1.3733
C: 3.1182 0.8099 1.9484
C: 1.7627 0.9909 1.7462
C: 1.2384 2.1229 2.3431
F: -0.1614 2.4368 2.3215
C: 1.9729 3.0301 3.0966
F: 1.3493 4.0816 3.6506
C: 3.3177 2.7794 3.3277
F: 4.0389 3.5774 4.1369
C: 3.8915 1.6557 2.7534
F: 5.1810 1.3563 3.0135

Frontier orbital gap   6.40 eV
Molecular weight   431.44 g mol⁻¹
HOMO level   -7.09 eV

Short version: #i is the least stable of them.